Computed, not measured: a 2-piece molecular cluster, C3H10OSi2 overall at a distorted geometry, with ωB97M-V/def2-TZVPD.

Last columns: bonded neighbours and bond lengths (Å).
Geometry (Å):
1 C 1.19 -3.34 0.43  C2 1.489, H7 1.088, H8 1.168, H12 1.109
2 C 1.43 -1.91 0.11  C1 1.489, C3 1.325, H9 1.086
3 C 0.81 -0.81 0.52  C2 1.325, H10 1.091, H11 1.093
4 O 1.24 3.21 -0.32  Si6 1.495
5 Si -2.14 2.52 -0.03  Si6 2.326, H13 1.605, H14 1.506, H15 1.429
6 Si -0.11 3.13 -0.97  O4 1.495, Si5 2.326, H16 1.530
7 H 0.50 -3.71 -0.32  C1 1.088
8 H 0.46 -3.42 1.34  C1 1.168
9 H 2.24 -1.85 -0.61  C2 1.086
10 H -0.04 -0.85 1.21  C3 1.091
11 H 0.96 0.19 0.12  C3 1.093
12 H 2.21 -3.79 0.47  C1 1.109
13 H -2.42 1.46 1.14  Si5 1.605
14 H -3.01 2.07 -1.18  Si5 1.506
15 H -2.91 3.61 0.50  Si5 1.429
16 H -0.41 3.48 -2.42  Si6 1.530

The relative energy (zero: lowest compared OMol25 entry of this formula, charge and spin) is 63.06 kcal/mol. The SMILES is O=[SiH][SiH3].C=CC. The total energy comes out at -21073.13949 eV. Its multiplicity is 1. The value obtained for the lowest unoccupied orbital energy is -0.90 eV. The orbital gap comes out at 8.6952 eV.

natural (NBO) atomic charge list, values in e, 8 entries:
1 C -0.66
2 C -0.16
3 C -0.42
4 O -1.13
5 Si 0.22
6 Si 1.44
7 H 0.23
8 H 0.21